DFT (wB97M-V/def2-TZVPD) results for C30H43F5LuP2 as an isolated structure.

Last column: Mulliken charge in e.
Atoms and positions in Å:
Lu (-1.640711, 1.761289, -3.281753)  0.446
C (-0.878956, -1.877057, 0.529716)  0.452
C (0.477147, -2.066643, 0.130374)  0.576
C (0.466865, -0.733508, 2.008383)  0.693
C (-0.879959, -1.069040, 1.702561)  0.621
C (1.292207, -1.282325, 0.993061)  0.876
C (-2.087694, -2.382689, -0.154213)  -0.689
H (-1.901002, -2.542665, -1.223249)  -0.508
H (-2.913276, -1.662289, -0.080153)  0.382
H (-2.445311, -3.337440, 0.274379)  0.393
C (-2.076367, -0.590943, 2.432972)  -1.393
H (-2.990656, -0.827977, 1.879668)  0.350
H (-2.047201, 0.501913, 2.548640)  0.242
H (-2.155380, -1.028160, 3.438741)  0.341
C (0.953450, 0.041031, 3.171249)  -1.544
H (1.349027, -0.619981, 3.960732)  0.389
H (0.151395, 0.644324, 3.612734)  0.375
H (1.764381, 0.717453, 2.874668)  0.359
C (2.733444, -1.007877, 0.819644)  -1.552
H (3.345665, -1.565136, 1.544851)  0.404
H (2.957606, 0.060821, 0.948352)  0.165
H (3.066214, -1.285949, -0.185406)  0.367
C (0.988398, -2.888284, -0.983838)  -1.522
H (1.634834, -3.698589, -0.601862)  0.429
H (1.597716, -2.297033, -1.687231)  0.209
H (0.171364, -3.351146, -1.544820)  0.436
C (-1.940578, 1.413736, -5.377158)  -0.488
C (-2.155015, -0.089982, -5.234138)  -0.289
C (-1.488033, -0.872913, -6.436953)  -1.432
C (0.043765, -0.811523, -6.383556)  -1.329
C (0.533875, -0.034211, -5.194074)  0.273
C (0.995757, 1.225865, -5.319346)  -0.373
C (0.411909, 2.267729, -6.210598)  -0.884
C (-1.118630, 2.070162, -6.464325)  -1.410
H (-1.839825, -0.432910, -7.380937)  0.518
H (0.430156, -0.398089, -7.328172)  0.317
H (-1.839181, -1.911014, -6.455161)  0.524
H (-1.272453, 1.612925, -7.449357)  0.256
H (-2.883730, 1.984679, -5.190306)  0.748
H (-3.250106, -0.243275, -5.299543)  0.845
H (-1.536719, 3.086576, -6.590809)  0.456
H (0.560172, 3.257217, -5.740514)  0.324
H (1.907454, 1.530380, -4.797939)  0.356
H (0.925141, 2.329358, -7.191769)  0.490
H (0.481498, -1.822834, -6.369496)  0.338
H (0.657956, -0.602140, -4.262928)  0.620
P (-1.868957, -1.006474, -3.528687)  1.177
P (2.299820, 1.985862, -1.416798)  0.913
C (0.258561, 2.841424, -2.940863)  -0.344
C (1.585628, 3.340647, -2.487385)  -1.143
H (-0.196032, 3.533571, -3.703336)  0.377
H (0.412507, 1.720366, -3.226966)  -0.500
H (2.254971, 3.478439, -3.346205)  0.437
H (1.558483, 4.318685, -1.978208)  0.558
C (3.364461, 3.115784, -0.503011)  -1.434
H (3.989534, 2.537646, 0.179665)  0.404
H (2.691940, 3.766249, 0.066855)  0.349
H (3.957276, 3.717672, -1.193664)  0.409
C (3.362948, 1.123129, -2.671868)  -1.335
H (3.749120, 1.784992, -3.460322)  0.467
H (2.810522, 0.298071, -3.154537)  0.133
H (4.203492, 0.688295, -2.113892)  0.480
C (-3.673767, -1.167414, -3.117592)  -1.286
H (-3.857582, -1.800112, -2.238785)  0.445
H (-4.240113, -1.541034, -3.982411)  0.415
H (-4.030728, -0.147953, -2.883843)  0.351
C (-1.311201, -2.716195, -3.877914)  -1.375
H (-0.265724, -2.854381, -3.564217)  0.176
H (-1.377797, -2.927697, -4.949040)  0.457
H (-1.907791, -3.484913, -3.365998)  0.500
F (-0.589201, 2.215258, 1.515222)  -0.218
C (-1.578314, 2.891404, 0.862701)  -0.275
C (-1.982411, 2.558109, -0.415212)  0.126
C (-2.834124, 3.403569, -1.071940)  0.543
F (-3.340832, 2.997667, -2.363545)  -0.572
C (-3.152991, 4.673614, -0.566471)  0.052
F (-3.700999, 5.617533, -1.362826)  -0.302
C (-2.785856, 4.988289, 0.751315)  0.578
F (-3.102273, 6.188135, 1.297196)  -0.287
C (-2.057752, 4.062037, 1.499440)  -0.104
F (-1.736930, 4.340090, 2.785420)  -0.330

Force components x, y, z for each atom (eV/Å):
Lu 1.0 0.5 3.7
C 0.0 -0.1 0.0
C -0.1 0.2 -0.1
C 0.1 0.0 0.1
C 0.0 0.3 0.3
C 0.1 0.3 0.2
C -0.4 -0.2 -0.3
H 0.0 -0.1 0.4
H 0.2 -0.2 0.1
H 0.2 0.3 -0.1
C -0.3 0.1 -0.1
H 0.2 0.0 0.2
H 0.1 -0.2 0.0
H 0.1 0.1 -0.2
C -0.2 0.4 0.2
H -0.1 0.1 -0.3
H 0.2 -0.2 -0.1
H -0.1 -0.2 0.0
C 0.4 0.0 -0.2
H -0.2 0.1 -0.1
H -0.2 -0.3 0.1
H 0.0 0.0 0.2
C 0.1 -0.4 -0.3
H -0.2 0.3 -0.1
H -0.2 -0.1 0.2
H 0.2 0.0 0.2
C 0.1 0.8 0.1
C -1.1 -0.9 -1.9
C -0.8 0.0 0.4
C -0.7 0.0 -0.2
C 1.3 -0.1 -0.4
C 0.8 -0.4 0.0
C -0.2 0.0 -1.0
C -0.1 0.5 -0.7
H -0.1 0.0 0.4
H -0.1 0.2 0.5
H -0.1 0.2 0.0
H 0.1 -0.1 0.1
H -0.2 -0.5 -0.8
H 0.5 -0.2 -0.3
H 0.1 -0.4 0.0
H 0.1 -0.5 -0.1
H -0.8 0.2 0.7
H -0.1 0.0 0.4
H -0.2 0.3 0.3
H 0.9 0.0 -0.4
P -0.7 0.6 0.0
P -0.9 0.3 -0.6
C -1.3 -0.6 0.3
C -0.1 -0.4 0.0
H 0.3 -0.9 -0.5
H 0.3 1.7 -0.5
H 0.3 0.1 0.0
H -0.2 -0.5 0.1
C 0.7 -0.2 0.2
H 0.2 0.3 0.1
H 0.2 -0.1 0.0
H 0.2 0.1 0.2
C 0.3 0.0 0.2
H 0.0 -0.1 0.3
H 0.2 0.3 0.3
H 0.0 0.0 -0.3
C 0.2 0.0 0.0
H 0.1 0.2 -0.3
H 0.1 0.0 0.3
H -0.1 -0.4 0.0
C 0.4 -0.4 -0.2
H -0.3 0.1 -0.2
H 0.0 0.0 0.3
H 0.0 0.4 0.0
F -0.2 -0.4 0.1
C -0.8 1.6 -0.7
C -0.6 -0.8 -0.6
C 0.9 0.6 2.5
F 0.1 0.3 -0.1
C -0.1 -0.1 -0.9
F -0.1 -0.3 0.5
C -0.2 0.0 -0.1
F 0.1 -0.9 -0.5
C 0.6 -0.6 -0.2
F -0.2 -0.1 -0.7

Its largest force on an atom is 0.076 hartree/bohr. Its energy above the lowest of the compared OMol25 structures with the same formula, charge and spin is 9.200 eV. The net charge is +1. The orbital gap (alpha / beta) is 0.1413 / 0.1407 Eh. The value obtained for the total energy is -97578.0710 eV. As for the HOMO energy (alpha / beta): -0.3461 / -0.3462 Eh. Its multiplicity is 1. The calculation puts the lowest unoccupied orbital energy (alpha / beta) at -5.57 / -5.59 eV.


DFT (wB97M-V/def2-TZVPD) results for a single C4H6O2 molecule.

Last column: natural (NBO) charge in e.
Atoms and positions in Å:
C (1.415945, 0.346867, -0.783990)  -0.728
C (0.582816, 0.486138, 0.484655)  0.596
O (0.812814, 1.450930, 1.178758)  -0.527
C (-0.609810, -0.411009, 0.885932)  -0.620
C (-1.638258, -0.543018, -0.213268)  0.441
O (-2.105268, -1.588448, -0.592140)  -0.501
H (1.086057, -0.405901, -1.501170)  0.222
H (2.464508, 0.166488, -0.514957)  0.250
H (1.402108, 1.334564, -1.261802)  0.248
H (-0.368662, -1.412935, 1.262494)  0.251
H (-1.074235, 0.152936, 1.705692)  0.259
H (-1.968014, 0.423393, -0.650205)  0.109

Force components x, y, z for each atom (eV/Å):
C -0.1 -0.1 0.0
C 0.0 0.6 0.1
O 0.0 -0.3 0.1
C 0.1 0.0 0.0
C -0.1 -0.2 -0.1
O 0.2 0.5 0.2
H 0.0 0.0 0.2
H -0.3 -0.1 0.0
H -0.1 -0.2 0.1
H 0.3 0.2 -0.3
H 0.0 -0.1 -0.1
H 0.0 -0.1 0.0

Its largest force on an atom is 0.011 hartree/bohr. Its energy above the lowest of the compared OMol25 structures with the same formula, charge and spin is 0.984 eV. The orbital gap is 0.3873 Eh. The value obtained for the total energy is -8339.4775 eV. The SMILES is CC(=O)CC=O. As for the HOMO energy: -0.3662 Eh. Its multiplicity is 1. The calculation puts the lowest unoccupied orbital energy at 0.58 eV.


DFT (wB97M-V/def2-TZVPD) results for C57H54BrN6OP2S2Se2Si2W as an isolated structure.

Last column: Mulliken charge in e.
Atoms and positions in Å:
W (-0.237850, -0.281518, -0.187743)  0.909
C (-3.929133, 0.678312, 2.296503)  -2.028
C (-3.024163, 0.191016, 1.205985)  0.323
N (-1.741107, 0.088623, 1.394791)  1.093
N (-1.332700, 0.516329, 2.673132)  -1.310
C (-0.179154, 1.052351, 2.699099)  0.142
S (0.934039, 1.145224, 1.342163)  -0.401
S (0.459585, 1.856189, 4.120547)  -0.011
C (-0.423610, 1.071468, 5.524377)  -0.857
C (0.413750, 0.037424, 6.223464)  0.349
C (0.323318, -1.302420, 5.868397)  0.026
C (1.135515, -2.248965, 6.477276)  -0.682
C (2.052353, -1.860018, 7.445361)  -0.481
C (2.147720, -0.521672, 7.805082)  -0.584
C (1.332453, 0.421447, 7.195921)  -0.469
C (-3.693273, -0.087195, -0.094815)  0.990
C (-5.076374, 0.066412, -0.205498)  -0.783
C (-5.731704, -0.059519, -1.419716)  -1.361
C (-5.012211, -0.341286, -2.570673)  -0.664
C (-3.643391, -0.528750, -2.489606)  -0.686
C (-3.026059, -0.418705, -1.264411)  0.472
O (-1.672904, -0.631221, -1.222550)  0.844
H (-3.380934, 0.950824, 3.183447)  0.217
H (-4.651729, -0.103617, 2.542527)  0.391
H (-4.473869, 1.550109, 1.932335)  0.514
H (-1.351303, 0.667506, 5.123489)  0.233
H (-0.655274, 1.900547, 6.190300)  0.631
H (-0.394218, -1.601478, 5.115633)  0.407
H (1.047338, -3.293008, 6.199768)  0.473
H (2.684163, -2.596844, 7.924984)  0.409
H (2.857808, -0.211608, 8.561551)  0.386
H (1.414522, 1.466945, 7.475303)  0.401
H (-5.660929, 0.311511, 0.667098)  0.581
H (-6.802649, 0.083476, -1.464842)  0.447
H (-5.512114, -0.411070, -3.527527)  0.527
H (-3.038529, -0.756234, -3.359398)  0.511
Se (-5.404965, 4.333162, -2.588334)  -0.297
P (-3.364716, 4.427236, -3.067512)  0.269
C (-3.144281, 4.157094, -4.845810)  0.764
C (-3.982502, 3.223186, -5.462200)  -0.546
C (-3.987698, 3.093052, -6.840518)  -0.774
C (-3.163677, 3.900324, -7.619499)  -0.653
C (-2.330717, 4.828243, -7.015993)  -0.670
C (-2.325044, 4.962146, -5.631396)  -0.334
C (-2.574769, 6.013659, -2.704718)  0.360
C (-3.120186, 7.155143, -3.298992)  -0.168
C (-2.592518, 8.404020, -3.021320)  -0.808
C (-1.529804, 8.526500, -2.131210)  -0.629
C (-0.998990, 7.399575, -1.524246)  -0.631
C (-1.518029, 6.141329, -1.809561)  -0.352
C (-2.360904, 3.247372, -2.074121)  0.694
C (-1.273518, 2.368284, -2.105073)  -0.072
N (-1.151205, 1.877017, -0.838378)  0.845
N (-2.096152, 2.410651, -0.094327)  -0.551
N (-2.828927, 3.224000, -0.803969)  -0.842
P (0.271361, 2.171769, -2.978734)  0.309
Se (1.481162, 0.722612, -1.849557)  -0.387
C (0.287381, 1.567344, -4.660598)  0.591
C (-0.841689, 1.544910, -5.466305)  -0.015
C (-0.735922, 1.110851, -6.782081)  -0.732
C (0.490388, 0.716082, -7.289361)  -0.664
C (1.623192, 0.738132, -6.482802)  -0.792
C (1.528112, 1.158410, -5.168943)  -0.904
C (1.065002, 3.782051, -2.967719)  0.520
C (1.941235, 4.145010, -1.949291)  -0.543
C (2.450563, 5.437787, -1.920878)  -0.774
C (2.084779, 6.351568, -2.899341)  -0.833
C (1.215993, 5.981710, -3.918715)  -0.464
C (0.704267, 4.695982, -3.957634)  -0.728
H (-4.661833, 2.639211, -4.853225)  0.416
H (-4.651805, 2.378926, -7.311301)  0.446
H (-3.182715, 3.813569, -8.698897)  0.427
H (-1.701073, 5.468113, -7.621110)  0.453
H (-1.695627, 5.711677, -5.168379)  0.539
H (-3.971188, 7.060825, -3.963958)  0.445
H (-3.016834, 9.284451, -3.486544)  0.416
H (-1.127257, 9.505252, -1.902600)  0.424
H (-0.181512, 7.493472, -0.820385)  0.489
H (-1.098120, 5.270440, -1.322879)  0.288
H (-1.802334, 1.842412, -5.070800)  0.337
H (-1.618316, 1.083816, -7.406050)  0.533
H (0.568075, 0.386493, -8.317792)  0.417
H (2.579468, 0.421143, -6.877665)  0.460
H (2.410829, 1.163253, -4.543986)  0.477
H (2.219601, 3.428776, -1.184787)  0.323
H (3.134004, 5.727902, -1.133403)  0.481
H (2.478593, 7.359646, -2.868977)  0.426
H (0.937632, 6.697567, -4.682180)  0.490
H (0.035809, 4.400277, -4.758759)  0.709
C (-0.875008, -2.597862, 2.945502)  -1.200
Si (-0.868171, -2.532448, 1.085818)  1.260
C (-2.626801, -3.013515, 0.619796)  -1.329
C (0.060391, -4.041836, 0.487910)  0.115
C (-0.075069, -5.300836, 1.090784)  -0.908
C (0.528342, -6.417270, 0.534302)  -0.880
C (1.274341, -6.293931, -0.635716)  -0.742
C (1.424475, -5.050484, -1.228974)  -0.706
C (0.818509, -3.915761, -0.667820)  0.825
Si (1.050834, -2.224521, -1.422178)  1.370
C (0.131141, -2.278210, -3.064778)  -1.181
C (2.893380, -2.129738, -1.763759)  -1.692
H (-1.427199, -3.504166, 3.207024)  0.543
H (-1.382668, -1.746302, 3.401513)  0.389
H (0.128058, -2.672883, 3.371137)  0.291
H (-2.711834, -4.054084, 0.942717)  0.758
H (-2.829093, -2.987077, -0.452572)  0.139
H (-3.405907, -2.441898, 1.127950)  0.358
H (-0.655614, -5.416251, 2.001787)  0.381
H (0.418176, -7.385948, 1.006901)  0.437
H (1.743414, -7.166297, -1.074592)  0.422
H (2.024181, -4.962022, -2.131140)  0.376
H (0.699292, -2.896896, -3.765973)  0.527
H (-0.005432, -1.295327, -3.517799)  0.128
H (-0.851982, -2.735866, -2.927970)  0.253
H (3.075517, -2.523064, -2.768118)  0.529
H (3.420097, -2.755648, -1.041074)  0.361
H (3.333252, -1.134519, -1.716193)  0.332
Br (4.286874, 0.890585, 0.352992)  -0.028
C (4.075156, -0.696947, 1.393976)  0.231
C (5.136061, -1.059640, 2.211722)  -0.713
C (5.019039, -2.238341, 2.926120)  -0.443
C (3.862064, -2.989683, 2.791396)  -1.182
C (2.863147, -2.516139, 1.963133)  -0.358
N (2.955575, -1.372542, 1.270616)  0.297
H (6.016472, -0.436476, 2.270957)  0.465
H (5.823370, -2.563743, 3.573746)  0.428
H (3.732887, -3.930586, 3.309692)  0.515
H (1.947628, -3.079642, 1.837224)  0.490

Force components x, y, z for each atom (eV/Å):
W 0.2 2.6 -0.4
C 0.0 0.0 0.0
C -0.1 0.0 -0.1
N -0.2 -0.2 0.2
N 0.1 -0.1 -0.2
C 0.1 0.1 0.2
S -0.4 -0.4 -0.1
S 0.2 -0.3 0.0
C -0.1 0.1 -0.1
C 0.1 0.1 -0.1
C -0.1 0.0 0.1
C 0.0 0.0 0.0
C 0.0 0.0 0.0
C 0.0 0.0 0.0
C 0.0 0.0 0.0
C 0.0 0.1 0.4
C -0.2 0.0 0.0
C 0.0 0.0 0.1
C 0.0 0.0 0.0
C 0.0 -0.1 -0.2
C 0.5 0.1 -0.2
O -0.8 -0.5 0.0
H 0.0 0.0 0.0
H 0.0 0.0 0.0
H 0.0 0.0 0.0
H 0.0 0.0 0.1
H -0.1 0.0 0.0
H 0.1 0.0 0.2
H 0.0 0.0 0.0
H 0.0 0.0 0.0
H 0.0 0.0 0.0
H 0.0 0.0 0.0
H 0.0 0.0 0.0
H 0.0 0.0 0.0
H 0.0 0.0 0.0
H 0.0 0.0 0.0
Se 0.1 0.0 0.0
P 0.1 -0.1 0.2
C 0.0 -0.1 -0.1
C 0.1 0.0 -0.1
C 0.1 0.0 0.0
C 0.0 -0.1 0.0
C 0.0 0.0 0.1
C 0.1 -0.1 0.0
C 0.0 0.1 0.0
C 0.0 0.0 0.0
C 0.0 0.0 0.0
C 0.0 0.0 0.0
C 0.0 0.0 0.0
C 0.0 0.1 0.0
C -0.3 0.2 0.1
C 0.3 0.1 -0.2
N -0.2 -0.3 0.2
N 0.1 0.1 0.0
N 0.1 -0.1 -0.1
P -0.3 0.2 0.3
Se 0.1 -0.5 0.2
C 0.0 0.0 -0.1
C -0.1 -0.1 0.1
C -0.1 0.0 0.0
C 0.0 0.0 0.0
C 0.0 0.0 0.1
C -0.1 0.1 -0.1
C 0.1 0.0 -0.1
C -0.1 0.1 0.0
C 0.0 -0.1 0.0
C 0.0 0.0 0.0
C 0.0 0.0 0.0
C 0.1 0.0 -0.1
H 0.0 0.0 0.0
H 0.0 0.0 0.0
H 0.0 0.0 0.0
H 0.0 0.0 0.0
H -0.1 0.0 0.0
H 0.0 0.0 0.0
H 0.0 0.0 0.0
H 0.0 0.0 0.0
H 0.0 0.0 0.0
H 0.0 0.0 0.0
H -0.1 0.1 0.0
H 0.0 0.0 0.0
H 0.0 0.0 0.0
H 0.0 0.0 0.0
H 0.0 0.0 0.0
H 0.0 0.0 0.0
H 0.0 0.0 0.0
H 0.0 0.0 0.0
H 0.0 0.0 0.0
H 0.1 0.0 0.0
C 0.1 0.3 0.2
Si 0.2 -0.6 -0.3
C -0.2 0.3 -0.1
C 0.1 -0.2 0.2
C 0.0 0.0 0.0
C 0.0 0.0 0.0
C 0.0 0.1 0.0
C -0.1 0.0 0.1
C 0.2 -0.2 -0.1
Si 0.1 -0.6 0.0
C -0.2 0.1 -0.1
C 0.2 0.2 0.1
H 0.0 0.0 0.0
H 0.0 -0.1 -0.1
H -0.1 0.0 0.0
H 0.0 0.0 0.0
H 0.0 -0.1 0.0
H 0.0 -0.1 0.0
H 0.0 0.0 0.0
H 0.0 0.0 0.0
H 0.0 0.0 0.0
H 0.0 0.0 0.1
H 0.0 0.0 0.1
H 0.0 0.0 -0.1
H 0.0 0.0 0.0
H 0.0 0.0 0.0
H 0.0 0.0 -0.1
H 0.1 -0.1 0.0
Br 0.1 -0.1 0.1
C 0.1 0.0 0.1
C 0.1 0.0 0.0
C 0.1 0.1 0.0
C 0.0 -0.1 0.0
C 0.0 0.1 0.0
N 0.1 -0.2 -0.1
H 0.0 0.0 0.0
H 0.0 0.0 0.0
H 0.0 0.0 0.0
H 0.0 0.0 0.0

Its largest force on an atom is 0.051 hartree/bohr. Its energy above the lowest of the compared OMol25 structures with the same formula, charge and spin is 0.000 eV. The net charge is +1. The orbital gap is 0.2092 Eh. The value obtained for the total energy is -329534.8427 eV. As for the HOMO energy: -0.3532 Eh. Its multiplicity is 1. The calculation puts the lowest unoccupied orbital energy at -3.92 eV.